10 unconnected molecules or ions with the total composition C14H48N2O10, computed with ωB97M-V/def2-TZVPD.

```
74
Properties=species:S:1:pos:R:3:forces:R:3
H 0.80109 -0.81880 -5.13189 -0.5195 1.1417 1.3457
N -1.81191 -2.39480 3.36211 -1.4631 1.8411 1.3570
H 2.43409 2.46120 0.16611 0.9104 -0.9737 -0.0614
H 4.84709 2.49620 -2.44689 -1.5503 -0.5757 0.1599
H 2.98909 4.04320 -2.65889 -0.7683 -0.3723 0.3836
H -0.67791 -4.08080 -1.79389 -1.0089 -0.1010 0.2139
H 3.58809 1.76420 -1.32589 0.1472 0.2199 0.1120
H -0.57691 0.97020 -6.18389 0.2699 -0.6334 -0.2277
C 1.45209 -1.32680 -0.58489 0.8618 1.1761 -0.6495
H -1.35591 -2.50480 -1.76289 -0.7123 0.0082 -0.1480
H -4.04191 -2.18780 -0.38389 -0.1069 1.6357 0.0169
H -4.00291 -0.79880 1.99411 0.2629 1.7210 1.2650
H -0.95091 2.89920 -4.92489 0.2329 -0.2223 0.0628
H 0.02009 1.76320 2.76411 1.2471 -0.0963 0.6839
H 1.02009 1.04320 4.82611 0.1154 -0.6060 0.1372
O 1.39409 2.62520 -2.63289 1.3963 0.9483 2.1289
C 1.85709 3.22120 0.62211 -0.6869 0.9448 -1.5568
H -1.59291 0.44120 3.80711 0.0035 -0.4122 -0.3770
H 1.68709 0.59620 -4.90089 -0.3804 0.5679 0.1601
O -0.41391 -1.08980 0.77211 -0.8858 -0.4338 -0.7016
H 1.27509 -0.20480 1.25411 0.6491 0.5574 -0.0534
O -4.17991 -1.54880 1.47911 -0.8200 -1.2936 -0.4030
C -1.54291 -3.50780 -1.35789 1.4364 -0.0813 -0.8460
H -3.10891 -0.71780 0.03711 0.7490 0.6915 -0.8474
C 0.72909 0.18020 -4.55289 0.2694 -2.0582 -1.0815
H -0.73791 -0.59080 1.50111 -1.1781 0.2701 1.4829
H 2.76109 0.77220 4.97011 -0.2101 -0.3186 0.1438
H -2.27291 -2.08080 2.50111 0.3845 -0.7082 0.4552
C -0.97391 1.67220 2.43311 -1.7850 -0.6795 -0.4639
H -1.57591 2.49920 2.80111 0.0915 0.3276 -0.3988
H 0.83709 0.01720 -3.42689 -0.6242 0.2511 -1.6430
H -0.92591 0.14220 -2.15189 -0.3925 0.6105 -0.2695
H -0.94991 1.56720 1.36111 -0.0889 0.7770 -0.4112
H -2.11591 -2.00080 4.26211 0.0732 -0.1558 -0.9758
H 1.52509 -2.29480 -0.10589 0.2987 -0.2425 -0.0329
H 0.80009 -2.25980 5.13311 -0.8337 -1.1145 0.4178
H 0.80809 3.20720 -1.01989 -0.0262 -0.1784 -0.2733
C -0.48391 0.98520 -5.10089 0.4086 -0.3524 0.7049
C 1.66209 -0.91580 4.13311 -0.7686 -0.1446 0.2605
C 3.79209 2.05820 -2.35289 0.6628 0.6761 -0.0873
H 3.72809 1.16620 -2.94189 0.3060 -0.7745 -0.2794
O 0.59309 3.23720 -0.08089 0.3112 0.2849 1.4815
O -1.62391 0.44320 2.83611 0.4623 0.4388 0.8055
H -1.46391 0.70420 -4.68289 0.4369 -0.3756 0.0637
C 2.72409 2.99820 -2.91589 1.5413 0.7169 -0.6926
O -0.20191 2.31420 -4.74389 -0.1436 1.3310 0.1323
H 0.95209 -1.12280 3.35211 -0.9551 0.4366 -0.6666
H 1.79609 3.06820 1.67411 -0.6976 -0.3428 0.7447
H 0.44409 0.55820 -0.20989 0.3036 -0.6004 0.8306
H 2.47609 -1.52880 3.75111 1.0064 0.3178 0.5034
H -0.84891 -3.85580 1.61611 -0.9542 -0.1907 -2.1411
C -1.58591 1.00220 -1.92189 0.9493 0.1350 0.4091
H 1.09309 2.23320 -3.41789 -1.4076 -0.5923 -1.5688
N -0.44891 -3.96180 2.48511 2.8259 -1.7010 3.2048
O 1.12409 -1.38580 5.34511 0.8163 0.4637 0.1206
C -4.06891 -1.16380 0.11511 -0.0722 -2.5492 -0.0820
C 1.88209 0.54520 4.35611 0.6998 1.7189 -0.5690
H -1.48091 1.15720 -0.86289 0.2374 0.2306 0.6891
O -1.42691 -3.46180 0.03211 -0.3298 -0.2869 0.2332
H -3.47791 1.37320 -1.87989 0.3417 -0.4413 -0.2126
H 0.21509 -4.72880 2.71511 -0.9418 1.0606 -0.6121
O -0.39591 -3.52780 4.82311 -1.6825 0.9121 -5.5253
H -4.89091 -0.54680 -0.26489 0.1464 -0.0902 0.1694
C -0.85991 -3.28180 3.55211 1.7924 -1.9570 4.6418
H 2.44709 -0.86780 -0.77789 -0.3302 -0.6244 0.1942
H -0.96391 -2.64380 0.23111 0.1512 0.6171 0.2960
O -2.89391 0.67220 -2.21589 -1.8467 -0.2519 -0.4749
H 2.40109 4.15820 0.49311 -0.0425 0.2159 -0.0931
H -2.51791 -3.91780 -1.62089 0.2094 0.0635 -0.2974
H 1.01109 -1.43780 -1.59989 -0.1723 0.0566 0.7698
H 2.85009 2.98420 -4.00589 -0.0265 0.0567 0.0020
H -1.31591 1.93420 -2.42289 0.5704 -0.2263 -0.1182
C 0.70509 -0.38280 0.35111 0.7031 -0.1180 -1.7534
H 2.03709 1.16520 3.45811 0.1306 -0.5460 -0.1884
```
Forces are in eV/Å.

Its structure (SMILES) is NC(N)=O.CCO.CCO.CCO.CCO.CO.CO.CO.CO.CO. The energy above the lowest of the compared OMol25 structures with the same formula, charge and spin is 0.00 kcal per mole. The lowest unoccupied orbital energy comes out at 0.3 eV. The largest force on an atom comes out at 5.85 eV/A. The HOMO-LUMO gap comes out at 9.2 eV. The calculation puts the HOMO energy at -8.94 eV.

In the Löwdin picture, each atom carries the following charge in e: 0.104 0.182 0.037 0.107 0.120 0.094 0.045 0.110 -0.053 0.072 0.105 0.031 0.113 0.037 0.079 -0.089 -0.120 0.096 0.070 -0.095 0.109 -0.117 -0.147 0.042 -0.076 0.019 0.080 0.089 -0.088 0.098 0.069 0.080 0.054 0.136 0.079 0.008 0.021 -0.284 -0.341 -0.076 0.052 -0.136 -0.149 0.107 -0.300 -0.112 0.072 0.055 0.100 0.117 0.015 -0.180 -0.008 0.193 -0.076 -0.129 -0.091 0.054 -0.163 0.100 0.147 -0.130 0.083 -0.578 0.083 0.012 -0.111 0.084 0.083 0.064 0.114 0.084 -0.305 0.051